The following is a quantum chemistry calculation of C43H44Cl2FN6O8PSr as an isolated structure at a distorted geometry, from OMol25.

ORCA input file:
```
! RIJCOSX wB97M-V def2-TZVPD def2/J DEFGRID3
* xyz -2 1
Sr 0.08 -0.09 0.45
O 0.41 4.10 2.74
C 0.66 3.11 2.02
N 0.61 1.76 2.38
C 0.59 1.41 3.70
C 0.92 2.32 4.74
C 0.87 1.96 6.05
C 0.47 0.65 6.40
C 0.21 -0.29 5.44
C 0.30 0.03 4.06
N 0.08 -0.87 3.09
C 0.18 -2.23 3.32
O 0.87 -2.82 4.16
C -0.52 -3.06 2.32
C -0.43 -4.48 2.38
C -1.25 -5.25 1.56
C -2.16 -4.62 0.71
C -2.11 -3.25 0.64
N -1.31 -2.51 1.40
C 0.96 3.41 0.62
C 1.01 4.80 0.26
C 1.61 5.19 -0.92
C 2.11 4.20 -1.75
C 1.96 2.86 -1.42
N 1.34 2.46 -0.28
H 1.18 3.33 4.39
H 1.13 2.66 6.83
H 0.38 0.41 7.47
H -0.07 -1.32 5.66
H 0.25 -4.94 3.08
H -1.20 -6.32 1.55
H -2.86 -5.16 0.08
H -2.71 -2.71 -0.09
H 0.59 5.51 0.96
H 1.69 6.25 -1.18
H 2.64 4.46 -2.68
H 2.31 2.06 -2.08
Cl -1.72 -4.02 -2.84
C 0.09 -4.39 -2.88
Cl 0.96 -3.45 -4.23
C 0.72 -4.15 -1.54
O 1.34 -5.22 -1.28
O 0.51 -2.99 -1.00
H 0.14 -5.43 -3.18
C 3.75 -4.57 0.80
C 3.58 -3.29 1.59
O 3.92 -2.14 0.81
P 3.01 -1.32 -0.28
O 3.89 0.02 -0.26
C 4.26 0.82 0.89
C 5.75 0.63 1.18
O 3.46 -1.93 -1.66
C 4.71 -2.09 -2.36
C 4.59 -3.33 -3.20
H 3.80 -5.46 1.40
H 4.67 -4.52 0.20
H 2.89 -4.69 0.09
H 4.26 -3.26 2.44
H 2.55 -3.20 1.98
H 3.59 0.55 1.72
H 4.02 1.84 0.57
H 5.99 -0.43 1.35
H 6.09 1.17 2.09
H 6.34 0.99 0.32
H 5.54 -2.14 -1.65
H 4.86 -1.19 -2.98
H 4.09 -4.10 -2.62
H 5.58 -3.69 -3.54
H 3.95 -3.15 -4.08
F -0.11 2.06 -5.89
C -0.18 1.55 -4.66
C -0.94 2.24 -3.73
C -1.09 1.68 -2.48
C -0.48 0.48 -2.17
C 0.34 -0.15 -3.08
C 0.59 0.41 -4.33
H -1.40 3.20 -4.00
H -1.67 2.19 -1.73
H 0.77 -1.12 -2.84
H 1.32 0.02 -5.04
C -6.73 1.57 -1.01
N -5.35 1.14 -1.25
N -4.36 1.45 -0.25
C -3.36 0.48 -0.35
O -2.27 0.46 0.33
C -3.73 -0.42 -1.37
C -4.98 -0.01 -1.89
C -5.81 -0.59 -3.00
C -4.09 2.76 0.17
C -3.35 2.93 1.34
C -2.97 4.19 1.77
C -3.42 5.34 1.09
C -4.11 5.16 -0.10
C -4.43 3.89 -0.58
H -6.69 2.51 -0.46
H -7.32 0.83 -0.45
H -7.21 1.71 -1.99
H -3.08 -1.21 -1.70
H -5.23 -1.40 -3.45
H -6.00 0.18 -3.78
H -6.80 -0.93 -2.64
H -3.03 2.05 1.85
H -2.29 4.31 2.58
H -3.15 6.33 1.44
H -4.41 6.04 -0.68
H -4.97 3.78 -1.53
*
```

Output
**HOMO energy**: -0.9 eV
**Maximum force**: 3.94 eV/Å
**ΔE to the lowest compared entry with this formula, charge and spin**: 0.0 kcal per mole
**Energy**: -108516.732 eV
**LUMO level**: 3.566 eV
**Gap between HOMO and LUMO**: 4.51 eV

Atom charges from the Löwdin analysis, given in e for atoms 1 to 99: 1.267 -0.063 -0.476 0.022 -0.240 -0.064 -0.158 -0.148 -0.059 -0.264 0.024 -0.493 -0.021 -0.203 0.008 -0.067 -0.088 -0.167 0.080 -0.179 -0.011 -0.093 -0.094 -0.135 0.090 0.089 0.073 0.076 0.094 0.102 0.088 0.089 0.082 0.098 0.101 0.100 0.115 0.511 -0.864 0.533 -0.763 -0.055 -0.132 0.038 -0.076 -0.265 -0.305 0.781 -0.331 -0.265 -0.084 -0.306 -0.264 -0.091 0.057 0.071 0.055 0.111 0.104 0.118 0.103 0.070 0.075 0.069 0.108 0.119 0.073 0.072 0.055 0.018 -0.339 -0.062 -0.193 -0.252 -0.192 -0.040 0.096 0.068 0.019 0.093 -0.016 -0.074 0.076 -0.389 -0.182 0.070 -0.225 -0.020 -0.199 0.008 -0.042 -0.082 -0.107 -0.045 0.075 0.088 0.089 0.099 0.088